No. 1
Below is 10 unconnected molecules or ions with the total composition C5H33N3O9 at a distorted geometry, with properties calculated with ωB97M-V/def2-TZVPD.

Last column: Mulliken charge in e.
Geometry (Å):
N1 1.25 1.34 2.87  -0.68
C1 0.50 0.01 2.99  -0.03
C2 -0.96 0.22 2.61  -0.87
N2 -1.19 0.43 1.20  0.49
C3 -2.13 2.82 1.37  -1.29
C4 -2.29 1.37 0.86  -0.01
C5 -2.19 1.59 -0.65  -0.95
N3 -2.20 0.38 -1.58  -0.59
H1 2.23 1.13 2.99  0.42
H2 1.14 1.64 1.91  0.17
H3 0.94 -0.59 2.17  -0.05
H4 0.76 -0.39 3.97  0.43
H5 -1.65 -0.60 2.84  0.37
H6 -1.42 1.01 3.25  0.37
H7 -0.31 0.76 0.78  -0.12
H8 -2.54 3.08 2.34  0.38
H9 -2.54 3.54 0.67  0.41
H10 -1.04 3.01 1.36  0.31
H11 -3.19 0.83 1.03  0.47
H12 -3.07 2.21 -0.96  0.51
H13 -1.26 2.07 -0.91  0.08
H14 -1.21 0.27 -1.75  0.24
H15 -2.65 0.68 -2.43  0.21
H16 -0.15 -4.30 -0.82  0.30
H17 -1.50 -3.55 -0.90  0.34
O1 -0.73 -3.82 -1.42  -0.67
H18 0.97 -1.26 -3.08  0.41
H19 2.00 -0.61 -4.11  0.27
O2 1.79 -0.71 -3.18  -0.72
H20 -1.47 -1.48 0.58  0.40
H21 -2.62 -1.36 -0.30  0.35
O3 -2.20 -2.05 0.24  -0.78
H22 -1.10 -1.43 -2.68  0.39
H23 -0.82 -2.80 -3.19  0.37
O4 -0.55 -1.87 -3.37  -0.69
H24 2.04 -1.25 0.33  0.20
H25 2.43 -2.75 0.18  0.36
O5 2.27 -2.05 0.82  -0.69
H26 1.33 2.19 -1.96  0.35
H27 1.60 0.68 -1.92  0.20
O6 1.82 1.52 -1.46  -0.59
H28 0.54 3.19 -0.44  0.22
H29 1.99 3.49 -0.10  0.33
O7 1.09 3.84 0.00  -0.65
H30 3.74 -0.03 1.28  0.33
H31 3.43 -0.80 2.46  0.33
O8 3.71 0.11 2.24  -0.67
H32 1.18 -3.19 -1.59  0.29
H33 2.21 -2.93 -2.61  0.40
O9 1.99 -3.57 -1.92  -0.65

Computed properties:
LUMO level = -0.031 eV
HOMO-LUMO gap = 8.8 eV
SMILES string = C[C@@H](CN)NCCN.O.O.O.O.O.O.O.O.O


No. 2
Below is 9 unconnected molecules or ions with the total composition H18O9, with properties calculated with ωB97M-V/def2-TZVPD.

Last column: Mulliken charge in e.
Geometry (Å):
O1 -18.55 2.19 8.04  -0.62
H1 -18.96 2.06 7.18  0.31
H2 -18.84 3.06 8.31  0.31
O2 -20.90 -3.23 10.24  -0.62
H3 -20.31 -3.01 9.52  0.31
H4 -20.59 -4.09 10.54  0.31
O3 -20.70 0.72 11.96  -0.62
H5 -20.71 1.60 11.59  0.31
H6 -21.04 0.16 11.27  0.31
O4 -22.50 2.88 7.90  -0.62
H7 -22.02 3.48 8.46  0.32
H8 -22.11 3.00 7.03  0.30
O5 -20.23 5.07 10.00  -0.60
H9 -19.70 5.76 9.62  0.31
H10 -20.41 5.37 10.89  0.31
O6 -16.54 0.59 13.87  -0.64
H11 -17.32 0.55 13.32  0.32
H12 -15.83 0.83 13.27  0.32
O7 -25.22 2.79 13.01  -0.64
H13 -24.51 2.33 13.45  0.32
H14 -25.69 3.25 13.71  0.32
O8 -22.81 -1.20 14.67  -0.63
H15 -22.19 -0.62 14.22  0.32
H16 -22.26 -1.81 15.16  0.31
O9 -24.17 -3.96 11.86  -0.64
H17 -24.76 -3.25 12.11  0.32
H18 -23.44 -3.52 11.41  0.31

Computed properties:
LUMO level = -0.032 eV
HOMO-LUMO gap = 11.0 eV
SMILES string = O.O.O.O.O.O.O.O.O


No. 3
Below is a gas-phase ion, C11H14N2PS (charge +1) at a distorted geometry, with properties calculated with ωB97M-V/def2-TZVPD.

Last column: Mulliken charge in e.
Geometry (Å):
C1 -1.54 -0.16 0.34  -0.27
C2 -1.23 -1.40 -0.05  0.70
C3 2.18 0.93 0.52  0.66
C4 3.29 0.06 0.13  0.51
C5 1.11 -0.90 -0.34  0.50
C6 2.30 2.23 0.79  -1.20
C7 4.53 0.46 0.20  -0.73
C8 -3.86 0.34 0.08  -0.78
C9 -2.84 0.20 0.88  -0.53
C10 -0.43 0.93 0.28  -0.59
C11 -2.10 -2.66 -0.11  -1.28
N1 0.98 0.21 0.29  0.10
N2 0.05 -1.63 -0.64  -0.04
P1 -0.74 1.96 -1.36  0.00
S1 2.70 -1.52 -0.43  -0.16
H1 1.62 3.09 0.75  0.29
H2 3.28 2.67 1.06  0.18
H3 5.35 -0.20 -0.16  0.26
H4 4.75 1.50 0.47  0.18
H5 -4.80 0.78 0.49  0.32
H6 -3.67 0.46 -0.99  0.28
H7 -2.98 -0.02 1.93  0.33
H8 -0.31 1.58 1.11  0.83
H9 -1.73 -3.30 -0.82  0.45
H10 -3.22 -2.32 -0.38  0.32
H11 -2.11 -3.16 0.91  0.27
H12 0.04 -2.42 -1.22  0.24
H13 -1.19 0.70 -1.88  0.08
H14 0.58 1.60 -1.86  0.07

Computed properties:
LUMO level = -3.768 eV
HOMO-LUMO gap = 8.5 eV
charge = +1